Entry 1:
Below is C38H39N2OP3Re as an isolated structure, with properties calculated with the ωB97M-V functional and the def2-TZVPD basis.

Geometry (Å):
C (-5.0973, 0.5551, -1.2516)
C (-4.0015, 2.3818, -2.4007)
H (-5.3255, 1.3829, 4.6492)
C (1.1673, -3.4184, -5.0579)
C (1.9757, -1.6856, -3.5476)
C (3.9439, -3.6696, 1.7713)
C (2.9083, -3.1724, -0.3791)
H (1.4956, -2.3120, 2.8897)
C (1.4061, -4.3998, -4.1122)
H (-1.8595, 3.3173, 3.5759)
C (1.7515, -1.2623, 3.0699)
C (-4.4064, 0.9623, 4.2422)
C (-3.8010, -0.1511, 4.8381)
C (2.2279, -4.9908, -1.8399)
C (3.1716, -5.5035, 0.3992)
N (-0.7318, 0.7091, 0.4643)
C (3.5572, -2.7358, 0.8150)
H (1.7778, 2.7956, -2.9949)
O (-1.2467, -2.2732, -2.0552)
P (-1.9494, 1.7186, 1.0737)
H (2.4631, 0.3186, -4.1851)
C (-4.2200, 0.6985, -0.1766)
C (-0.5886, 5.5411, 0.6490)
H (3.2676, 1.2375, 2.7821)
C (2.7785, -4.5917, -0.6193)
H (-2.4119, 3.3590, -1.3276)
H (4.4099, -3.3307, 2.6971)
H (-5.8870, -0.1969, -1.2036)
H (1.7245, 1.8406, 2.1099)
C (-0.6384, -1.5543, -1.3489)
C (-1.2715, 5.2974, 2.9587)
H (-2.1242, -1.5195, 4.8027)
C (-0.2445, 0.7971, -3.4860)
C (-4.9782, 1.3794, -2.3750)
H (-1.4343, 5.7298, 3.9474)
H (3.2963, -0.1910, -2.6755)
H (-3.9283, 3.0586, -3.2534)
H (-0.6160, 3.7496, -0.5475)
H (3.0032, -6.5689, 0.2148)
C (3.7209, -5.0410, 1.5812)
H (-4.2902, 2.4156, 2.6475)
H (-5.6642, 1.2667, -3.2148)
H (1.3340, -1.3180, -5.5601)
C (2.6175, 1.2384, 1.8977)
H (-4.3213, 0.0610, 0.7041)
H (-0.5297, -0.1815, -3.8911)
C (1.4840, -2.0763, -4.7904)
Re (0.4399, -0.3680, -0.2487)
H (0.3838, -1.7493, 0.7117)
H (-4.2649, -0.6120, 5.7095)
C (-3.1321, 2.5430, -1.3215)
C (2.1108, -2.6556, -2.5120)
C (-2.0377, -0.1021, 3.1766)
P (2.1094, -0.4660, 1.4617)
C (1.7609, 2.2794, -2.0254)
C (1.9190, -4.0532, -2.8309)
H (4.1361, -0.7485, 0.1578)
N (2.3515, -2.2681, -1.2321)
H (-1.1248, -0.5145, 2.7440)
H (2.6272, -1.2253, 3.7296)
C (-1.3690, 3.3766, 1.4577)
C (-2.6106, -0.6673, 4.3198)
C (-3.8302, 1.5408, 3.1108)
H (-0.7026, 7.1732, 2.0572)
H (0.1168, 1.4307, -4.3073)
H (0.9055, -0.7635, 3.5558)
H (3.9788, -5.7432, 2.3723)
C (-0.8372, 6.1045, 1.9034)
H (4.4274, -1.0725, 1.8877)
H (1.1513, 2.8506, -1.3149)
H (3.1612, 1.6992, 1.0625)
H (1.2018, -5.4574, -4.3130)
C (-0.8263, 4.1824, 0.4325)
H (-1.1315, 1.2548, -3.0324)
C (-1.5197, 3.9403, 2.7477)
P (1.0684, 0.6101, -2.2278)
C (2.3630, -0.2542, -3.2543)
H (0.7178, -3.6756, -6.0172)
H (2.7807, 2.2087, -1.6271)
C (-3.2103, 1.6828, -0.2122)
C (3.7438, -1.2557, 1.0490)
H (-0.2238, 6.1635, -0.1704)
H (2.0997, -6.0563, -2.0425)
C (-2.6491, 1.0009, 2.5554)

Properties
net charge = +2
max |F| = 4.23 eV Å⁻¹
molecular weight = 818.87 g/mol
HOMO (alpha / beta) = -10.77 / -13.40 eV
spin multiplicity = 4

Löwdin atomic charge list, values in e, 4 entries: number 1, C, carries -0.049; number 2, C, carries -0.061; number 3, H, carries 0.122; number 4, C, carries -0.031

***

Entry 2:
Below is one molecule with the formula C19H28N2O4, with properties calculated with the ωB97M-V functional and the def2-TZVPD basis.

Geometry (Å):
C (-1.6927, -0.0326, -2.7655)
C (1.1088, -3.0982, 1.4521)
C (0.9919, -2.4641, 0.2207)
H (-1.7720, 4.5478, -1.0531)
H (0.3043, -2.9870, 2.1635)
H (-0.9214, 3.5221, 1.7011)
O (-1.2934, -1.8968, 0.5387)
C (4.5719, -5.3894, 2.2628)
H (-4.5324, 5.1521, 1.2083)
H (-1.3184, -2.1664, -2.7367)
H (-0.8476, 0.1727, -3.4321)
O (-2.8888, 3.9466, 1.3068)
H (-3.1875, 0.7232, -4.1185)
O (4.3799, -4.7182, 1.0324)
C (-2.8362, 0.9182, -3.1079)
C (-0.6615, 1.6053, -1.1476)
C (-2.1349, -1.4817, -2.9503)
H (4.5705, -4.6666, 3.0905)
C (-1.5074, 4.1983, 1.0659)
H (-2.8252, 6.5197, 0.1690)
H (3.9172, -3.5220, -1.1243)
H (6.0972, -6.6345, 3.1232)
H (6.7081, -5.3857, 2.0254)
C (-1.1971, 3.8774, -0.4047)
N (-0.1288, -0.7237, -0.9968)
C (2.2207, -3.8539, 1.7711)
H (-0.1312, 3.9928, -0.6113)
C (-1.2049, 0.1850, -1.3142)
H (-0.5056, 6.1160, 0.7580)
C (3.2447, -4.0024, 0.8395)
C (-1.2598, 5.6738, 1.4043)
H (-2.9556, -1.7133, -2.2755)
H (0.7804, -0.4217, -1.3161)
O (0.4873, 1.8800, -1.4397)
C (-2.6453, 6.2904, 1.2196)
C (5.9116, -6.1054, 2.1928)
H (-3.6699, 0.7716, -2.4242)
H (-2.7924, 7.1925, 1.8081)
H (2.2774, -4.3236, 2.7404)
C (3.1222, -3.3840, -0.4083)
H (5.9095, -6.8163, 1.3712)
H (-2.5152, 1.9553, -3.0540)
H (1.9407, -2.1798, -1.6943)
C (-0.2449, -1.6802, -0.0439)
C (2.0151, -2.6246, -0.7129)
H (-0.9390, 5.7727, 2.4413)
H (-2.4567, 2.2174, -0.3662)
H (-2.4661, -1.6468, -3.9729)
N (-1.5486, 2.5085, -0.6951)
C (-3.5461, 5.1459, 1.6775)
H (3.7623, -6.1140, 2.4268)
H (-2.0213, -0.0194, -0.6137)
H (-3.6737, 5.1666, 2.7690)

Properties
max |F| = 0.64 eV Å⁻¹
molecular weight = 348.44 g/mol
HOMO = -8.52 eV
spin multiplicity = 1

Löwdin atomic charge list, values in e, 4 entries: number 1, C, carries -0.365; number 2, C, carries -0.008; number 3, C, carries -0.140; number 4, H, carries 0.134

***

Entry 3:
Below is a 2-piece molecular cluster, C4H10N overall, with properties calculated with the ωB97M-V functional and the def2-TZVPD basis.

Geometry (Å):
H (0.2731, -3.2483, 0.2708)
C (-0.3730, -2.5705, 0.8194)
H (0.8932, -2.9463, 2.4353)
H (1.3414, 3.2572, -3.4907)
N (0.1500, -2.3431, 2.1362)
H (-0.3810, -0.3005, 2.5092)
H (-1.1666, 2.8967, -1.8084)
C (-0.5123, 2.7407, -2.6573)
C (0.6356, 3.4047, -2.6813)
H (0.6361, -1.0690, 3.7755)
H (-0.8336, 2.1100, -3.4728)
H (-1.3877, -2.9768, 0.7980)
H (-0.4087, -1.6064, 0.3021)
C (0.0434, -1.2257, 2.8902)
H (1.0902, 3.8774, -1.8262)

Properties
max |F| = 1.96 eV Å⁻¹
molecular weight = 72.13 g/mol
HOMO (alpha / beta) = -5.88 / -10.15 eV
spin multiplicity = 2

Löwdin atomic charge list, values in e, 4 entries: number 1, H, carries 0.078; number 2, C, carries -0.118; number 3, H, carries 0.109; number 4, H, carries 0.040

***

Entry 4:
Below is C58H56BN5O2P2V as an isolated structure, with properties calculated with the ωB97M-V functional and the def2-TZVPD basis.

Geometry (Å):
C (3.1271, 0.0013, 6.1095)
C (-2.6368, 3.6330, 0.5544)
C (-2.8149, -1.7192, 2.1787)
C (-2.6248, -5.0226, -2.5052)
H (4.5051, 3.5506, -0.9779)
H (6.6537, -1.8779, -2.1264)
C (1.1202, 2.9397, 2.5729)
C (6.1834, -2.6681, -2.7121)
H (3.2885, -2.8936, -2.2956)
C (-3.8705, 2.4321, -3.4320)
H (-3.9726, 5.0841, -0.2720)
H (4.1397, -2.8397, -5.4940)
O (1.1329, 0.8338, -1.5553)
C (4.7866, -3.2217, -4.7040)
C (-2.3668, 3.1751, 4.9794)
C (-2.0435, 5.1517, -1.2133)
C (-2.0818, -2.6531, -2.1900)
C (-1.9328, 3.0532, 3.6688)
H (0.6462, 3.8492, 2.2000)
C (2.2073, 0.3113, -2.2132)
H (4.1839, -0.9244, 1.0709)
H (-0.4188, -3.0201, -4.2967)
H (-6.0939, 1.0492, 1.1558)
H (-6.3377, 3.1539, -2.5401)
H (-1.5820, -0.2988, 3.5497)
C (4.4452, 2.5744, -0.5154)
H (0.1465, -2.6334, 1.0558)
C (-3.7522, 1.3037, -1.3050)
C (-0.8353, -3.5312, 2.7837)
H (0.8160, -1.1168, 3.9134)
C (1.6591, -0.5531, 4.2940)
C (-4.3374, 0.8527, -0.0528)
H (-2.5702, 4.1567, 5.3841)
H (-4.1260, -3.1274, -3.8726)
H (6.3515, 1.9285, -1.2527)
C (-1.9444, 1.2071, -2.7457)
H (6.9668, -3.3242, -3.0930)
C (5.3768, 0.4061, -0.0951)
H (0.5279, 3.0771, -0.4802)
C (-1.6658, 1.8009, 3.1105)
C (5.4794, 1.6659, -0.6705)
C (-5.6055, 1.3068, 0.2386)
C (3.8569, 0.8203, 5.2588)
H (1.4570, -1.3383, 6.2753)
C (-5.7863, 2.5290, -1.8535)
C (-2.9751, 4.6675, -0.3058)
H (0.8317, 2.7939, 3.6211)
C (-3.8197, -0.7430, 1.8014)
H (-2.7961, -2.4230, -4.7982)
C (2.0244, -0.6873, 5.6246)
H (-3.2168, -4.1298, -5.0118)
C (-2.6190, 1.9804, -3.7074)
V (-1.6153, -0.3684, -0.0974)
H (2.4976, 2.9267, 0.2924)
C (-0.7769, 4.5863, -1.2583)
B (0.4523, -0.2592, -0.9090)
H (-1.7988, 3.9515, 3.0821)
H (-2.3051, 5.9562, -1.8856)
H (-7.3016, 2.4761, -0.3825)
H (-0.0248, -4.2162, 2.9807)
O (1.2247, -1.4353, -1.2104)
H (-2.6522, -5.8231, -3.2438)
C (-6.3098, 2.1472, -0.6639)
H (4.1979, -3.9038, -4.0929)
H (4.0547, 1.6041, 3.2772)
H (7.1222, -1.9262, -5.1146)
C (-3.1373, -3.3208, -4.2858)
C (-4.1809, -2.5035, 4.0280)
H (-0.9272, 0.8738, -2.9205)
H (5.5877, -3.7994, -5.1665)
C (2.3656, 0.2882, 3.4379)
N (0.7415, 1.7904, 1.7442)
H (4.8886, 0.6375, -4.1657)
H (-3.6227, -4.8983, -2.0890)
H (4.7220, 1.3530, 5.6300)
C (-2.9914, -2.5888, 3.2563)
C (3.2130, 0.9789, 0.8170)
N (-2.4628, 0.8931, -1.5783)
C (2.2710, -1.0494, -1.9868)
C (-4.9522, -0.7049, 2.5881)
H (-2.8712, 2.1435, 6.7931)
C (3.3168, 2.2283, 0.2155)
N (-1.6580, -1.7510, 1.4220)
N (-1.9561, -1.8074, -1.4201)
H (2.2001, 3.0853, 2.5347)
H (-3.3888, 3.2521, 1.2363)
P (-0.9308, 1.5326, 1.4368)
H (-4.3190, -3.1690, 4.8678)
C (5.3736, -2.0760, -3.8715)
C (-1.9525, -3.5038, 3.5590)
C (-4.4776, 2.0910, -2.2020)
H (-0.0142, -4.1298, -2.9869)
P (1.7358, 0.3981, 1.7246)
C (4.2534, 0.0673, 0.6396)
H (6.1694, -0.3174, -0.2292)
C (-0.7293, -2.6454, 1.6967)
N (-3.5096, 0.0135, 0.6737)
C (-1.8128, 0.6875, 3.9302)
C (-1.3610, 3.0729, 0.5311)
H (6.7926, -0.4567, -4.2059)
C (6.3264, -1.2736, -4.7548)
H (-2.1164, 2.2155, -4.6360)
H (-0.7599, -4.7499, -4.4666)
H (-4.4127, 3.0509, -4.1350)
C (-2.1491, -3.7388, -3.1908)
H (-2.3600, -0.0928, 5.8428)
H (3.0840, 2.0058, -3.1847)
C (-0.7421, -3.9144, -3.7669)
C (3.2640, -1.8347, -2.5108)
H (-0.0477, 4.9434, -1.9715)
H (-5.7360, 0.0007, 2.4007)
C (4.1492, 0.1525, -3.5495)
C (-5.1167, -1.5808, 3.6903)
H (-2.0629, -4.1696, 4.4045)
C (-2.5313, 2.0473, 5.7715)
C (3.4773, 0.9620, 3.9332)
H (-6.0243, -1.4982, 4.2754)
H (-1.9518, -5.3136, -1.7006)
H (5.5566, -3.2500, -2.0386)
C (-2.2448, 0.7990, 5.2428)
C (4.2416, -1.2161, -3.3093)
C (-0.4438, 3.5478, -0.4040)
H (5.8212, -0.8535, -5.6239)
C (3.1289, 0.9431, -3.0043)
H (3.4225, -0.1057, 7.1437)

Properties
max |F| = 0.95 eV Å⁻¹
molecular weight = 978.82 g/mol
HOMO (alpha / beta) = -6.15 / -4.92 eV
spin multiplicity = 2

Löwdin atomic charge list, values in e, 4 entries: number 1, C, carries -0.089; number 2, C, carries -0.104; number 3, C, carries -0.174; number 4, C, carries -0.039

***

Q: The highest max |F| belongs to which entry?
A: C38H39N2OP3Re

***

Q: Among the records above, which one has the lowest max |F|?
A: C19H28N2O4